1.
{
  "formula": "C23H21N5O2PPd",
  "method": "the ωB97M-V functional and the def2-TZVPD basis",
  "elements": ["Pd", "O", "N", "C", "C", "C", "C", "C", "C", "C", "P", "C", "C", "C", "C", "C", "C", "C", "C", "C", "C", "C", "C", "H", "H", "H", "H", "H", "H", "H", "H", "H", "H", "H", "H", "H", "H", "H", "H", "C", "C", "N", "O", "H", "H", "H", "H", "H", "N", "C", "N", "C", "N"],
  "positions_angstrom": [[0.178546, -1.764860, 0.235830], [-1.372952, -2.952877, 2.125989], [-1.555273, -1.633137, 1.722788], [-2.717106, -1.358803, 1.241175], [-3.047918, -0.015186, 0.830601], [-4.383877, 0.409113, 0.900848], [-4.747298, 1.708840, 0.627848], [-3.780481, 2.641649, 0.275099], [-2.473890, 2.222833, 0.109725], [-2.092644, 0.907145, 0.351015], [-0.401797, 0.401109, -0.146566], [0.528975, 1.792302, 0.578365], [0.883413, 1.654122, 1.917946], [1.570857, 2.660821, 2.568363], [1.929472, 3.813860, 1.884819], [1.589095, 3.952815, 0.549974], [0.886350, 2.952636, -0.100740], [-0.373019, 0.797195, -1.926790], [0.890141, 0.829550, -2.520141], [1.029853, 0.907833, -3.890795], [-0.098235, 0.912981, -4.700001], [-1.355215, 0.851595, -4.123519], [-1.497675, 0.797501, -2.746656], [-0.435919, -2.960811, 2.411092], [-3.485491, -2.128322, 1.146995], [-5.135714, -0.310512, 1.199714], [-5.783897, 2.010827, 0.707029], [-4.047805, 3.678379, 0.124618], [-1.722877, 2.936755, -0.197286], [0.615350, 0.734843, 2.426416], [1.842508, 2.547806, 3.609366], [2.480800, 4.598155, 2.389624], [1.877806, 4.847244, 0.011967], [0.624273, 3.074725, -1.142753], [1.764939, 0.777722, -1.880046], [2.015852, 0.944517, -4.333321], [0.009055, 0.939103, -5.775823], [-2.233034, 0.832830, -4.756513], [-2.483596, 0.737996, -2.304704], [3.777651, -1.910688, 3.080344], [2.595730, -1.983363, 2.134436], [2.836645, -1.865375, 0.830252], [1.451322, -2.099626, 2.555921], [4.719827, -2.115878, 2.582646], [3.627199, -2.616377, 3.891769], [3.807357, -0.905012, 3.496744], [3.759356, -1.849511, 0.429738], [1.943346, -1.871816, 0.234679], [0.567889, -3.654928, -0.844381], [0.803439, -4.647910, -1.413925], [0.994066, -5.635023, -2.163172], [1.566491, -6.772797, -2.084506], [2.058114, -7.821990, -2.132098]],
  "forces_ev_per_a": [[-1.100, 0.613, -1.406], [-0.477, 0.308, 0.081], [-0.427, 0.038, 0.757], [0.297, -1.430, 0.390], [0.128, 1.072, -0.414], [0.175, -0.405, 0.110], [-0.074, 0.218, 0.005], [-0.043, -0.034, -0.004], [-0.172, 0.057, 0.091], [-0.136, -0.197, -0.039], [0.549, -0.923, -0.015], [0.021, 0.091, -0.067], [-0.014, -0.115, -0.023], [0.059, 0.059, 0.142], [0.073, 0.077, 0.049], [0.113, 0.190, -0.001], [0.000, -0.040, 0.038], [-0.069, -0.047, -0.088], [0.015, 0.115, 0.067], [0.027, 0.026, -0.006], [-0.006, -0.018, -0.078], [-0.067, 0.016, -0.214], [0.109, 0.099, 0.243], [-0.267, 0.196, -0.139], [0.110, -0.059, 0.058], [-0.046, -0.020, 0.053], [-0.027, -0.029, 0.038], [-0.019, 0.042, -0.082], [0.028, 0.052, -0.095], [0.039, -0.052, 0.082], [-0.006, -0.032, 0.059], [-0.008, -0.010, 0.000], [-0.017, 0.024, -0.025], [-0.015, -0.002, -0.048], [0.033, -0.026, -0.076], [0.058, -0.022, -0.022], [-0.022, 0.027, -0.050], [-0.046, 0.006, -0.001], [-0.057, -0.002, -0.003], [-0.221, -0.030, -0.084], [0.600, -0.003, -0.012], [-0.113, -0.043, -0.241], [-0.400, -0.149, 0.626], [0.128, -0.009, -0.053], [-0.011, -0.025, 0.057], [0.031, 0.052, 0.058], [-0.076, -0.001, 0.110], [1.374, 0.123, -0.095], [0.018, -0.021, 0.304], [-0.145, 1.462, 1.134], [-0.557, -0.141, -1.545], [0.377, -0.522, 0.328], [0.279, -0.557, 0.046]],
  "lumo_energy_ev": 2.56,
  "homo_energy_ev": -3.55,
  "charge": -1,
  "total_energy_ha": -1782.5622
}

***

2.
{
  "formula": "C4H10N2O2S",
  "method": "the ωB97M-V functional and the def2-TZVPD basis",
  "elements": ["C", "N", "C", "C", "S", "O", "O", "N", "C", "H", "H", "H", "H", "H", "H", "H", "H", "H", "H"],
  "positions_angstrom": [[-2.008786, 0.896075, -2.069786], [-1.264321, -0.188934, -1.592910], [-0.205215, -0.429411, -1.096092], [0.395244, -1.775803, -1.044934], [0.952397, 0.951098, -0.165729], [1.925773, 0.326743, 0.724867], [1.556339, 1.688632, -1.260532], [0.135904, 2.111124, 0.761454], [-0.462771, 1.844800, 2.003465], [-2.049677, 0.784072, -3.185977], [-1.641976, 1.851288, -1.897563], [-3.127920, 0.712158, -1.794331], [1.439629, -1.761413, -1.525460], [-0.276065, -2.491803, -1.658529], [0.584404, -2.299506, 0.031359], [-0.453446, 2.853079, 0.363157], [-0.018113, 1.089393, 2.696254], [-0.464795, 2.858880, 2.566613], [-1.519950, 1.481500, 1.865628]],
  "forces_ev_per_a": [[-3.095, -1.751, -1.431], [-1.994, -0.269, -1.722], [2.288, 0.300, 2.853], [1.580, -3.196, 0.695], [1.796, 0.706, -0.483], [-1.802, -0.018, -0.272], [-1.042, -0.098, 0.131], [0.558, -0.185, -1.387], [-1.754, 0.069, 3.067], [0.151, 0.065, 0.812], [0.540, 1.940, 0.852], [2.011, 0.748, -0.118], [-1.495, 0.053, 0.665], [1.134, 1.265, 1.020], [-0.622, 1.719, -2.388], [1.002, -0.750, -1.012], [0.341, 0.663, -0.991], [-0.234, -1.771, -0.641], [0.638, 0.510, 0.352]],
  "lumo_energy_ev": 0.61,
  "homo_energy_ev": -8.99,
  "de_lowest_kj_mol": 227.6,
  "smiles": "C/N=C(/C)S(=O)(=O)NC",
  "total_energy_ha": -816.4788
}

***

3.
{
  "formula": "C54H50AsF5NiSb3Se",
  "method": "the ωB97M-V functional and the def2-TZVPD basis",
  "elements": ["Ni", "C", "Sb", "C", "C", "C", "C", "C", "C", "C", "C", "C", "Sb", "C", "C", "H", "H", "H", "H", "H", "H", "H", "H", "H", "H", "H", "H", "H", "H", "H", "H", "H", "H", "H", "H", "F", "C", "C", "F", "C", "F", "C", "Se", "C", "F", "C", "F", "C", "C", "C", "C", "C", "C", "As", "C", "C", "C", "C", "C", "C", "C", "C", "C", "C", "C", "C", "H", "H", "H", "H", "H", "H", "H", "H", "H", "H", "H", "H", "H", "H", "H", "C", "C", "C", "C", "C", "C", "Sb", "C", "C", "C", "C", "C", "C", "C", "C", "C", "C", "C", "C", "H", "H", "H", "H", "H", "H", "H", "H", "H", "H", "H", "H", "H", "H", "H"],
  "positions_angstrom": [[-0.352980, 0.307647, -0.773489], [0.465626, -0.774286, 6.323252], [0.440518, -0.584967, 4.177676], [0.800482, 1.532052, 4.307141], [-1.800889, -0.428169, 3.992276], [-2.295649, -1.809077, 4.144792], [-2.363032, -2.294509, 5.457376], [-2.685494, -3.603916, 5.745043], [-2.917990, -4.489057, 4.706031], [-2.879958, -4.030611, 3.405117], [-2.620667, -2.692661, 3.088549], [-2.865308, -2.303408, 1.666641], [-1.237842, -1.623668, 0.381151], [0.203775, -3.136571, 0.887026], [-1.907815, -2.703650, -1.371989], [0.122792, -1.759000, 6.631890], [-0.154029, -0.004684, 6.781289], [1.494342, -0.648802, 6.657676], [0.009226, 2.020944, 4.872670], [0.861021, 1.972281, 3.316980], [1.755846, 1.693187, 4.805743], [-2.073207, 0.085242, 3.069765], [-2.061511, 0.197624, 4.845029], [-2.164712, -1.599879, 6.264726], [-2.755236, -3.930741, 6.773820], [-3.156668, -5.522271, 4.917265], [-3.110465, -4.714918, 2.596861], [-3.619514, -1.517959, 1.614555], [-3.224174, -3.173085, 1.119797], [-0.266537, -4.102534, 0.705441], [0.480080, -3.061875, 1.936032], [1.099772, -3.045960, 0.275553], [-2.054020, -3.754703, -1.126131], [-1.144059, -2.614396, -2.143652], [-2.837736, -2.288840, -1.761702], [7.658434, 0.011443, -0.621491], [6.346089, 0.041759, -0.480165], [5.530271, 0.039924, -1.602973], [6.070346, -0.004633, -2.814010], [4.159879, 0.095734, -1.443325], [3.368114, 0.099707, -2.511861], [3.575989, 0.162241, -0.180921], [1.723205, 0.366903, 0.080775], [4.418307, 0.132867, 0.930687], [3.873659, 0.166176, 2.144800], [5.790488, 0.078564, 0.792356], [6.581136, 0.073561, 1.856560], [1.686193, 3.725010, -5.248318], [2.080692, 3.384479, -3.961589], [1.493561, 2.299127, -3.329997], [0.527276, 1.539619, -3.986006], [0.113946, 1.904907, -5.261705], [0.693054, 2.997949, -5.888710], [-0.109773, -0.046063, -3.073142], [1.095468, -1.375823, -3.801539], [1.691250, -2.293693, -2.944543], [2.584116, -3.232291, -3.437395], [2.885121, -3.250584, -4.790951], [2.290795, -2.337012, -5.651476], [1.398450, -1.398658, -5.159418], [-1.775429, -0.435314, -3.995357], [-1.964557, -1.566068, -4.783446], [-3.218559, -1.842722, -5.308940], [-4.288799, -0.998256, -5.051760], [-4.104912, 0.137675, -4.274810], [-2.854782, 0.408827, -3.743658], [2.155727, 4.559010, -5.753293], [2.843354, 3.963857, -3.456550], [1.764304, 2.026908, -2.316483], [-0.666550, 1.336424, -5.755504], [0.375263, 3.276440, -6.884818], [1.462634, -2.241427, -1.884551], [3.049136, -3.946707, -2.770653], [3.591626, -3.973071, -5.176687], [2.527965, -2.354079, -6.706694], [0.939282, -0.674416, -5.822016], [-1.130687, -2.227316, -4.984549], [-3.362749, -2.725012, -5.918360], [-5.267007, -1.223941, -5.454706], [-4.933690, 0.803941, -4.072790], [-2.702707, 1.288955, -3.128524], [-3.146660, 5.154851, -4.283642], [-4.044221, 4.507160, -3.448249], [-3.579899, 3.746595, -2.385147], [-2.213575, 3.635089, -2.145140], [-1.318346, 4.284822, -2.987539], [-1.784588, 5.045079, -4.049641], [-1.519417, 2.427146, -0.502475], [-3.430900, 2.191504, 0.421358], [-4.093658, 3.293541, 0.956882], [-5.349298, 3.141905, 1.524630], [-5.951119, 1.890642, 1.558822], [-5.308869, 0.795580, 1.000950], [-4.052610, 0.949779, 0.429731], [-0.672176, 4.029379, 0.651204], [-1.157164, 4.376052, 1.905963], [-0.639112, 5.481248, 2.565583], [0.381865, 6.221481, 1.988922], [0.904298, 5.843636, 0.761870], [0.378853, 4.748126, 0.092927], [-3.509039, 5.734738, -5.121919], [-5.109137, 4.591117, -3.621920], [-4.286939, 3.245773, -1.735379], [-0.252648, 4.200984, -2.827687], [-1.075014, 5.545717, -4.695305], [-3.635042, 4.272252, 0.898950], [-5.863767, 4.002039, 1.932549], [-6.927823, 1.770623, 2.007819], [-5.788212, -0.174904, 1.004775], [-3.581054, 0.094564, -0.046147], [-1.934494, 3.787406, 2.375725], [-1.039542, 5.763899, 3.530342], [0.778728, 7.086927, 2.502079], [1.717885, 6.402664, 0.318877], [0.790578, 4.454185, -0.866360]],
  "forces_ev_per_a": [[1.217, 0.318, -0.352], [-0.047, -0.145, -0.133], [-0.464, 0.304, -0.051], [0.042, -0.082, -0.127], [0.896, 0.356, -0.122], [-0.324, -0.581, -0.005], [-0.083, 0.036, -0.148], [0.008, -0.031, 0.061], [0.001, -0.172, 0.122], [-0.067, 0.114, -0.089], [0.152, -0.119, 0.556], [0.265, 0.678, -0.114], [-0.414, -2.302, 0.256], [-0.148, 0.171, 0.136], [-0.108, 0.231, 0.190], [0.022, 0.002, 0.011], [-0.024, 0.021, -0.016], [0.037, 0.032, -0.024], [-0.022, -0.015, 0.055], [-0.015, 0.089, -0.161], [-0.012, -0.009, 0.039], [0.000, -0.042, -0.059], [-0.156, 0.034, -0.070], [-0.029, -0.038, 0.001], [0.020, -0.024, 0.009], [0.010, -0.032, -0.052], [-0.015, -0.029, 0.003], [-0.036, -0.008, -0.041], [-0.069, 0.056, -0.085], [-0.014, 0.016, 0.002], [0.010, 0.048, 0.023], [-0.045, 0.094, -0.036], [0.025, 0.013, 0.079], [0.000, -0.093, 0.028], [0.012, 0.026, -0.002], [0.102, -0.038, -0.018], [-0.153, 0.012, 0.036], [-0.030, 0.000, 0.023], [0.039, -0.008, -0.084], [-0.209, 0.010, 0.316], [0.231, 0.051, -0.238], [0.256, -0.124, -0.319], [0.194, 0.220, 0.795], [-0.417, 0.033, -0.096], [0.278, 0.028, 0.088], [-0.004, 0.013, -0.059], [0.039, -0.017, 0.066], [0.024, 0.038, -0.011], [-0.001, -0.004, 0.000], [-0.100, -0.097, 0.027], [0.076, 0.176, 0.148], [-0.120, -0.180, 0.091], [0.005, -0.002, -0.049], [-0.190, -0.062, -1.023], [0.043, -0.116, 0.206], [-0.192, 0.128, 0.052], [0.032, -0.067, 0.011], [0.013, 0.001, 0.001], [0.016, -0.007, -0.030], [-0.100, 0.128, 0.100], [-0.119, -0.078, 0.090], [0.206, 0.091, 0.047], [-0.055, -0.031, -0.030], [-0.001, 0.021, -0.007], [-0.011, -0.019, 0.027], [0.192, 0.060, 0.117], [-0.027, 0.026, 0.005], [0.002, -0.013, 0.012], [0.150, 0.100, -0.042], [0.019, 0.045, -0.055], [-0.010, 0.002, -0.005], [0.066, -0.103, 0.000], [-0.001, 0.013, 0.023], [-0.009, -0.021, -0.009], [0.004, 0.011, -0.010], [0.061, -0.037, -0.067], [-0.064, -0.058, -0.009], [0.015, -0.008, -0.005], [0.002, -0.005, -0.027], [0.004, 0.014, -0.006], [-0.118, 0.045, -0.072], [-0.016, -0.026, -0.050], [-0.021, -0.006, -0.022], [-0.013, -0.043, 0.116], [0.112, -0.277, 0.112], [0.009, -0.017, 0.067], [0.051, 0.029, -0.001], [-1.100, 1.560, 0.142], [0.357, 0.064, -0.048], [-0.034, -0.052, -0.078], [-0.011, 0.034, 0.013], [-0.005, -0.027, 0.006], [-0.030, 0.020, 0.014], [-0.017, -0.069, -0.080], [-0.024, -0.490, -0.112], [0.002, -0.098, 0.012], [0.009, 0.016, 0.041], [0.003, 0.023, 0.067], [0.040, -0.027, -0.097], [-0.020, -0.039, -0.039], [0.000, 0.037, 0.012], [-0.006, 0.004, -0.007], [-0.051, 0.013, -0.059], [0.019, 0.022, -0.061], [-0.008, 0.010, -0.017], [-0.069, 0.050, 0.067], [0.004, 0.001, 0.016], [-0.012, 0.014, 0.003], [-0.013, -0.011, -0.009], [0.023, 0.059, 0.041], [-0.023, 0.045, 0.021], [0.030, -0.006, 0.020], [0.010, 0.003, 0.010], [0.003, 0.019, 0.008], [0.036, 0.075, -0.004]],
  "lumo_energy_ev": [-2.14, -4.61],
  "homo_energy_ev": [-10.05, -10.08],
  "charge": 1,
  "spin_multiplicity": 3,
  "total_energy_ha": -9452.9879
}